Formula: C72H69BIN7OP2SSc
Source: OMol25
Level of theory: ωB97M-V with the def2-TZVPD basis set

Calculated values
Net charge = -1
HOMO energy (spin up / spin down) = -4.24 / -4.16 eV
Gap between HOMO and LUMO (spin up / spin down) = 6.46 / 6.38 eV
Lowest unoccupied orbital energy (spin up / spin down) = 2.23 / 2.23 eV

```
155
C72H69BIN7OP2SSc (ωB97M-V with the def2-TZVPD basis set)
Sc 1.53522 -0.62083 1.70363
O -1.99503 2.85192 -0.25404
S -1.96155 1.35971 -0.10652
C -3.63923 0.99200 0.46820
C -4.51851 1.97909 0.09210
C -5.87209 1.98276 0.47330
C -6.30215 0.95201 1.25144
C -7.67072 0.67450 1.82500
C -7.50848 -0.65076 2.61438
C -6.05621 -1.02005 2.43410
C -5.32926 -2.07151 2.88986
C -3.95627 -2.12997 2.55143
C -3.24317 -1.22101 1.79294
P -1.11489 -1.71497 1.53816
C -1.59253 -2.55119 -0.04713
C -0.73934 -2.49438 -1.13793
C -1.02827 -3.16156 -2.31887
C -2.19524 -3.90091 -2.43825
C -3.06546 -3.96301 -1.36207
C -2.76275 -3.29727 -0.18402
C -1.19081 -3.06856 2.80143
C -1.29571 -2.81873 4.10803
C -0.84946 -3.66436 5.21705
C 0.06353 -4.63758 5.16803
C 0.73051 -5.12746 3.90965
C -0.63318 -4.28952 2.13695
C -4.02457 -0.11234 1.29777
C -5.39912 -0.05831 1.63992
C -2.15034 0.79071 -1.81027
C -2.96441 -0.29514 -2.01252
C -3.29162 -0.78387 -3.29221
C -2.81652 -0.10600 -4.36920
C -3.04314 -0.32302 -5.84563
C -2.10909 0.69749 -6.54219
C -1.50008 1.49266 -5.41261
C -0.60202 2.50990 -5.42183
C -0.11139 2.97275 -4.18138
C -0.49109 2.48572 -2.94920
P 0.51894 2.91477 -1.45827
C 0.15787 4.67321 -1.12767
C 0.92977 5.28757 -0.14367
C 0.71111 6.60906 0.20983
C -0.29419 7.33590 -0.41285
C -1.07329 6.72945 -1.38758
C -0.84634 5.40864 -1.74515
C 2.22329 3.18818 -2.21541
C 2.42772 4.48970 -2.93401
C 3.49876 4.94270 -3.59038
C 4.77375 4.25483 -3.76038
C 5.09929 3.10958 -3.16329
C 4.23380 2.28973 -2.27563
C -1.52307 1.46855 -2.91650
C -1.95083 0.99041 -4.17368
H -4.12647 2.79810 -0.49617
H -6.52605 2.78614 0.15980
H -8.41234 0.58089 1.02837
H -7.99927 1.49450 2.46623
H -8.16662 -1.43004 2.22298
H -7.75926 -0.52648 3.66982
H -5.76773 -2.85592 3.49767
H -3.42775 -2.99125 2.94042
H 0.18215 -1.93859 -1.04125
H -0.34209 -3.10389 -3.14874
H -2.41862 -4.42804 -3.35711
H -3.97887 -4.54122 -1.42989
H -3.45305 -3.36570 0.64385
H -1.68032 -1.84642 4.40304
H -1.25177 -3.40545 6.19121
H 0.31800 -5.14087 6.09479
H 1.39183 -5.96626 4.14348
H -1.19500 -4.50602 1.22645
H -3.40285 -0.78638 -1.15578
H -3.92950 -1.65252 -3.38567
H -4.08937 -0.13588 -6.09756
H -2.82478 -1.35031 -6.14170
H -2.65172 1.33805 -7.23984
H -1.32769 0.19402 -7.11542
H -0.22111 2.93567 -6.34160
H 0.64785 3.73711 -4.22301
H 1.69169 4.71472 0.37255
H 1.31525 7.06580 0.98312
H -0.47572 8.36579 -0.13274
H -1.86738 7.28594 -1.87021
H -1.46567 4.93864 -2.49861
H 1.60113 5.18676 -2.84915
H 3.43385 5.94079 -4.00980
H 5.50372 4.72518 -4.40800
H 6.07754 2.69080 -3.37240
H 4.80061 1.43628 -1.89854
C 5.40826 -3.44430 0.09128
C 4.54820 -2.88703 1.22513
C 4.83584 -3.62157 2.53247
C 4.74977 -1.41391 1.38946
C 5.91762 -0.70945 1.70264
C 5.51832 0.60861 1.78171
N 4.21166 0.68592 1.51304
N 3.73440 -0.56014 1.25598
B 3.41408 1.99182 1.19592
N 2.22811 2.23160 2.17587
C 2.09918 3.26530 3.01046
C 0.84035 3.23922 3.56718
C 0.22396 2.11890 3.00503
N 1.07047 1.51625 2.15681
C -1.14392 1.59862 3.33079
C -1.13313 0.84852 4.66434
C -2.16441 2.73442 3.38177
N 2.95076 1.95512 -0.23545
C 3.36855 2.96154 -1.17312
C 2.83875 1.91514 -2.86429
C 2.41411 0.72339 -2.04244
N 2.49117 0.78032 -0.76027
C 2.22068 -0.57935 -2.76295
C 1.16089 -0.49135 -3.85795
C 3.57421 -1.00435 -3.35110
H 5.15052 -4.48739 -0.09805
H 5.27001 -2.88066 -0.83234
H 6.46702 -3.40419 0.35535
H 3.49315 -3.02782 0.96411
H 5.85871 -3.42151 2.86113
H 4.16091 -3.30189 3.32200
H 4.71894 -4.69750 2.39667
H 6.90107 -1.10646 1.87624
H 6.07658 1.50066 2.00449
H 4.17571 2.90949 1.36878
H 2.91412 3.95638 3.14048
H 0.41929 3.93497 4.26862
H -1.42071 0.88267 2.55089
H -0.84412 1.52095 5.47478
H -2.13196 0.46269 4.87772
H -0.42702 0.01962 4.65656
H -1.96392 3.38271 4.23771
H -2.14651 3.33805 2.47626
H -3.16691 2.32209 3.50429
H 3.76281 3.82729 -0.64793
H 2.74348 1.77663 -3.93868
H 1.94071 -1.32520 -2.01829
H 1.31569 0.38299 -4.49216
H 1.20288 -1.37002 -4.50288
H 0.15933 -0.42459 -3.43732
H 3.93671 -0.27558 -4.07946
H 4.32493 -1.10354 -2.56599
H 3.48020 -1.96391 -3.86238
I 2.53346 -0.56619 4.44561
N 0.69841 -2.38813 1.42267
C 0.80345 -3.78530 1.78865
C 1.45256 -4.03114 3.15139
C -0.33855 -5.58263 2.87438
C 0.27597 -6.53755 1.88836
C 1.06937 -6.06122 0.85871
C 1.34492 -4.70817 0.73815
H 1.78257 -3.14837 3.69443
H -1.21186 -6.01920 3.36376
H 0.11600 -7.60093 2.01114
H 1.47040 -6.75569 0.12857
H 1.85906 -4.30072 -0.12223
```

Results of the Mulliken charge analysis, in e, for atoms 1 through 99: number 1, Sc, carries -0.261; number 2, O, carries -0.640; number 3, S, carries 1.839; number 4, C, carries -0.391; number 5, C, carries -0.363; number 6, C, carries -1.260; number 7, C, carries 0.677; number 8, C, carries -0.906; number 9, C, carries -0.912; number 10, C, carries 0.124; number 11, C, carries -1.710; number 12, C, carries 0.193; number 13, C, carries -0.675; number 14, P, carries 2.653; number 15, C, carries 0.377; number 16, C, carries 0.049; number 17, C, carries -0.252; number 18, C, carries -1.091; number 19, C, carries -0.959; number 20, C, carries -0.119; number 21, C, carries -0.761; number 22, C, carries 0.716; number 23, C, carries -1.486; number 24, C, carries -1.054; number 25, C, carries 0.326; number 26, C, carries -1.290; number 27, C, carries -0.062; number 28, C, carries 0.913; number 29, C, carries 0.423; number 30, C, carries 0.061; number 31, C, carries -1.297; number 32, C, carries 0.453; number 33, C, carries -0.800; number 34, C, carries -0.959; number 35, C, carries 0.389; number 36, C, carries -1.375; number 37, C, carries 0.632; number 38, C, carries 0.399; number 39, P, carries 2.144; number 40, C, carries 0.557; number 41, C, carries 0.000; number 42, C, carries -0.934; number 43, C, carries -0.700; number 44, C, carries -0.776; number 45, C, carries -0.631; number 46, C, carries 1.752; number 47, C, carries -1.560; number 48, C, carries -0.692; number 49, C, carries -0.929; number 50, C, carries -1.415; number 51, C, carries 0.681; number 52, C, carries -2.509; number 53, C, carries 1.133; number 54, H, carries 0.625; number 55, H, carries 0.423; number 56, H, carries 0.272; number 57, H, carries 0.275; number 58, H, carries 0.281; number 59, H, carries 0.271; number 60, H, carries 0.429; number 61, H, carries 0.633; number 62, H, carries -0.911; number 63, H, carries 0.410; number 64, H, carries 0.453; number 65, H, carries 0.414; number 66, H, carries 0.461; number 67, H, carries 0.711; number 68, H, carries 0.351; number 69, H, carries 0.401; number 70, H, carries 0.690; number 71, H, carries 0.132; number 72, H, carries 0.054; number 73, H, carries 0.565; number 74, H, carries 0.303; number 75, H, carries 0.296; number 76, H, carries 0.310; number 77, H, carries 0.201; number 78, H, carries 0.441; number 79, H, carries 0.414; number 80, H, carries 0.061; number 81, H, carries 0.453; number 82, H, carries 0.370; number 83, H, carries 0.426; number 84, H, carries 0.362; number 85, H, carries 0.406; number 86, H, carries 0.391; number 87, H, carries 0.347; number 88, H, carries 0.387; number 89, H, carries 0.579; number 90, C, carries -1.584; number 91, C, carries 2.930; number 92, C, carries -1.653; number 93, C, carries -0.494; number 94, C, carries -1.373; number 95, C, carries -0.759; number 96, N, carries 0.395; number 97, N, carries 1.154; number 98, B, carries -0.918; number 99, N, carries 0.352



Formula: C72H74NP3PtSi2
Source: OMol25
Level of theory: ωB97M-V with the def2-TZVPD basis set

Calculated values
Net charge = 0
HOMO energy = -6.87 eV
Gap between HOMO and LUMO = 7.19 eV
Lowest unoccupied orbital energy = 0.32 eV

```
153
C72H74NP3PtSi2 (ωB97M-V with the def2-TZVPD basis set)
Pt 0.16554 0.21102 -0.08789
C 2.51459 -2.87068 4.36556
C 3.10687 -1.65090 4.66362
C 2.84547 -0.54103 3.87873
C 1.98434 -0.63209 2.78221
C 1.38689 -1.85369 2.50522
C 1.65201 -2.96836 3.28840
P 1.53361 0.80138 1.72692
C 3.06164 1.86325 1.81838
C 4.36100 1.37643 1.95201
C 5.45226 2.23396 1.97770
C 5.27084 3.60203 1.85792
C 3.98472 4.10482 1.73320
C 2.90080 3.24449 1.72169
C 0.58687 1.77185 3.00577
C 1.20161 2.36251 4.11884
C 0.43280 2.96887 5.09367
C -0.95705 2.99824 4.97616
C -1.56423 2.37655 3.90371
C -0.79193 1.74144 2.92621
Si -1.44771 0.58049 1.62212
C -3.14760 -1.47305 1.88826
C -4.39436 -1.54941 2.51996
C -5.42264 -2.28197 1.97426
C -5.20796 -2.98474 0.79048
C -3.99560 -2.87680 0.14494
C -2.95376 -2.08552 0.65389
P -1.42265 -1.87997 -0.40134
C -0.83138 -3.62150 -0.10882
C -0.40156 -4.58805 -1.01751
C 0.00463 -5.84620 -0.59221
C 0.00410 -6.17388 0.75183
C -0.40282 -5.22075 1.67238
C -0.80493 -3.96790 1.24400
C -2.38128 -1.82189 -1.97922
C -2.26679 -2.66894 -3.07651
C -3.16843 -2.59724 -4.13103
C -4.21324 -1.69063 -4.10098
C -4.32994 -0.83068 -3.02036
C -3.41333 -0.88298 -1.98582
C -2.93798 1.51830 0.96345
C -4.11371 1.72342 1.69881
C -5.01321 2.71192 1.35211
C -4.72475 3.56377 0.28686
C -3.57379 3.37164 -0.44966
C -2.70352 2.31558 -0.15010
P -1.18318 2.03739 -1.16832
C -1.95532 2.12946 -2.86189
C -1.19428 2.46112 -3.98505
C -1.75825 2.57175 -5.24456
C -3.11566 2.35353 -5.42497
C -3.89119 2.02686 -4.32659
C -3.31702 1.91355 -3.06743
C -0.51061 3.74892 -0.98737
C -0.05128 4.07200 0.28580
C 0.38579 5.35023 0.58696
C 0.38576 6.33317 -0.39265
C -0.07532 6.02746 -1.66267
C -0.53197 4.74797 -1.95695
H 2.72614 -3.74064 4.97434
H 3.77810 -1.56323 5.50870
H 3.30966 0.39862 4.13441
H 0.72441 -1.93010 1.65244
H 1.18290 -3.91209 3.05088
H 4.53879 0.31842 2.05791
H 6.44842 1.82352 2.08407
H 6.12203 4.27058 1.86879
H 3.82162 5.17192 1.64691
H 1.91117 3.66172 1.64139
H 2.27751 2.36204 4.21972
H 0.91411 3.42649 5.94895
H -1.55570 3.48303 5.73714
H -2.64537 2.35979 3.83755
H -4.51052 -1.05897 3.47885
H -6.38248 -2.32625 2.47281
H -5.98853 -3.60440 0.36906
H -3.84438 -3.42728 -0.77466
H -0.36925 -4.39774 -2.07408
H 0.32164 -6.57303 -1.32921
H 0.31545 -7.15786 1.07765
H -0.41530 -5.44835 2.73167
H -1.10683 -3.24530 1.98648
H -1.48918 -3.39970 -3.13847
H -3.05371 -3.26906 -4.97226
H -4.92657 -1.64931 -4.91400
H -5.14276 -0.11737 -2.97765
H -3.52878 -0.21094 -1.14155
H -4.32037 1.10046 2.56036
H -5.92127 2.84604 1.92692
H -5.39749 4.37437 0.03718
H -3.34722 4.03989 -1.27177
H -0.14012 2.67593 -3.88461
H -1.12877 2.83375 -6.08556
H -3.56070 2.43981 -6.40780
H -4.95383 1.85315 -4.44212
H -3.95986 1.65891 -2.23919
H -0.06632 3.30784 1.05422
H 0.72808 5.58510 1.58850
H 0.73566 7.33131 -0.16285
H -0.09450 6.78895 -2.43195
H -0.91254 4.54998 -2.94543
C 4.12700 -1.06508 -0.13152
C 3.25892 -1.72960 -1.19183
C 2.51436 -2.87587 -0.48972
C 4.21881 -2.35939 -2.21328
Si 1.98845 -0.38036 -1.87866
C 3.00136 1.20838 -2.47910
C 4.32610 0.93768 -3.20388
C 2.11142 2.06461 -3.38543
C 3.32104 2.12584 -1.30733
C 1.29048 -1.19883 -3.53788
C 2.20691 -1.17676 -4.76843
C 0.95887 -2.66125 -3.25341
C -0.01858 -0.52923 -3.94935
H 4.69428 -1.81814 0.43056
H 3.50644 -0.52896 0.58265
H 4.84232 -0.36263 -0.56241
H 3.18570 -3.38375 0.21403
H 2.15595 -3.62746 -1.18941
H 1.65432 -2.51688 0.07537
H 4.92906 -3.00555 -1.68082
H 4.80262 -1.61849 -2.75653
H 3.71366 -2.98552 -2.94731
H 4.21904 0.31572 -4.08927
H 5.05976 0.46764 -2.54811
H 4.75727 1.89501 -3.52513
H 1.86588 1.59726 -4.33754
H 2.60889 3.01888 -3.60033
H 1.18610 2.30240 -2.85371
H 4.03110 1.68086 -0.61653
H 2.41463 2.38178 -0.75941
H 3.76254 3.06158 -1.67495
H 3.16057 -1.67359 -4.58806
H 2.41576 -0.17114 -5.12847
H 1.71041 -1.71259 -5.58849
H 1.83804 -3.29949 -3.18971
H 0.32214 -3.06361 -4.05139
H 0.42292 -2.74004 -2.30549
H 0.15501 0.48560 -4.28789
H -0.73990 -0.48551 -3.13245
H -0.48262 -1.07367 -4.78344
N -2.07438 -0.81834 2.55519
C -1.68811 -1.41836 3.78719
C -2.10453 -2.72625 4.09539
C -1.72445 -3.35554 5.26989
C -0.91890 -2.71271 6.19600
C -0.49634 -1.42642 5.90503
C -0.86485 -0.79136 4.72891
H -2.73862 -3.27413 3.41296
H -2.06671 -4.36718 5.45269
H -0.62971 -3.20105 7.11697
H 0.14250 -0.89155 6.59743
H -0.47819 0.19651 4.56049
```

Results of the Mulliken charge analysis, in e, for atoms 1 through 99: number 1, Pt, carries 2.919; number 2, C, carries -0.953; number 3, C, carries -1.023; number 4, C, carries -0.183; number 5, C, carries 0.899; number 6, C, carries 0.824; number 7, C, carries -0.566; number 8, P, carries 0.190; number 9, C, carries 1.304; number 10, C, carries -0.650; number 11, C, carries -0.785; number 12, C, carries -0.950; number 13, C, carries -0.560; number 14, C, carries 0.183; number 15, C, carries 0.852; number 16, C, carries -0.751; number 17, C, carries -1.171; number 18, C, carries -1.310; number 19, C, carries -0.375; number 20, C, carries 0.743; number 21, Si, carries -0.750; number 22, C, carries -0.723; number 23, C, carries 0.153; number 24, C, carries -1.301; number 25, C, carries -1.002; number 26, C, carries -0.202; number 27, C, carries -0.166; number 28, P, carries 1.341; number 29, C, carries 0.905; number 30, C, carries -0.256; number 31, C, carries -1.153; number 32, C, carries -0.994; number 33, C, carries -0.474; number 34, C, carries 0.277; number 35, C, carries 0.362; number 36, C, carries -0.237; number 37, C, carries -1.046; number 38, C, carries -1.056; number 39, C, carries -1.123; number 40, C, carries 0.113; number 41, C, carries 1.084; number 42, C, carries -0.024; number 43, C, carries -1.353; number 44, C, carries -1.133; number 45, C, carries -0.278; number 46, C, carries -0.503; number 47, P, carries 0.905; number 48, C, carries 1.232; number 49, C, carries -0.675; number 50, C, carries -0.509; number 51, C, carries -1.065; number 52, C, carries -0.934; number 53, C, carries -1.166; number 54, C, carries 0.177; number 55, C, carries -0.127; number 56, C, carries -0.425; number 57, C, carries -1.096; number 58, C, carries -0.772; number 59, C, carries -0.292; number 60, H, carries 0.424; number 61, H, carries 0.425; number 62, H, carries 0.261; number 63, H, carries -1.059; number 64, H, carries 0.338; number 65, H, carries 0.435; number 66, H, carries 0.429; number 67, H, carries 0.383; number 68, H, carries 0.473; number 69, H, carries -0.721; number 70, H, carries 0.343; number 71, H, carries 0.472; number 72, H, carries 0.408; number 73, H, carries 0.538; number 74, H, carries 0.552; number 75, H, carries 0.441; number 76, H, carries 0.458; number 77, H, carries 0.424; number 78, H, carries 0.205; number 79, H, carries 0.452; number 80, H, carries 0.390; number 81, H, carries 0.584; number 82, H, carries -0.439; number 83, H, carries 0.348; number 84, H, carries 0.459; number 85, H, carries 0.395; number 86, H, carries 0.766; number 87, H, carries 0.673; number 88, H, carries 0.533; number 89, H, carries 0.446; number 90, H, carries 0.401; number 91, H, carries 0.559; number 92, H, carries 0.349; number 93, H, carries 0.496; number 94, H, carries 0.396; number 95, H, carries 0.409; number 96, H, carries 1.077; number 97, H, carries 0.343; number 98, H, carries 0.488; number 99, H, carries 0.372



| no. | largest force on an atom (eV/Å) |
| --- | --- |
| 1 | 0.96 |
| 2 | 0.52 |